Entry 1:
Formula: C6H11N
Source: the OMol25 dataset
Level of theory: ωB97M-V/def2-TZVPD

Each line ends with the natural charge from an NBO analysis.
CARTESIAN COORDINATES (ANGSTROEM)
C -0.8676 0.3375 1.9803  -0.65
C -0.4327 -0.1814 0.6130  -0.06
C 0.2036 -1.3474 0.4854  -0.01
N 0.6524 -2.3435 1.3654  -0.82
C -0.6225 0.6006 -0.7199  -0.47
C 0.2104 0.5430 -1.9970  -0.18
C 0.8022 1.6176 -2.6317  -0.39
H -0.4043 -0.1194 2.8578  0.22
H -0.8894 1.5212 1.8705  0.21
H -1.9524 0.1575 2.1358  0.22
H 0.7934 -1.4485 -0.4060  0.17
H 1.6101 -2.5898 1.3721  0.37
H 0.4103 -2.2026 2.3709  0.36
H -0.4900 1.5406 -0.1659  0.21
H -1.7172 0.3518 -0.9022  0.22
H 0.3847 -0.3583 -2.5957  0.20
H 1.4029 1.3818 -3.5261  0.20
H 0.9062 2.5392 -2.1068  0.19

Forces on the atoms, in the same order (eV/Å):
C -2.119 2.274 -1.876
C 1.286 -2.239 0.010
C 2.322 0.163 -0.023
N -2.089 0.387 2.666
C -1.384 0.227 2.000
C 1.149 1.453 -1.017
C -0.391 -3.027 1.557
H 0.555 0.496 -0.338
H 0.656 -2.275 0.929
H 0.334 -0.097 -0.103
H -0.430 -0.347 -0.929
H 0.979 -0.036 -0.742
H -0.061 -0.090 -1.242
H -0.561 0.929 -1.517
H 1.103 1.031 -0.419
H -0.689 -0.227 0.716
H -0.500 0.532 0.457
H -0.159 0.846 -0.129

Properties
- ΔE to the lowest compared entry with this formula, charge and spin (kcal per mole) = 64.8
- DFT total energy (eV) = -7887.7209
- orbital gap (eV) = 8.868
- 2S+1 = 1
- structure (SMILES) = C=CC/C(C)=C/N

---

Entry 2:
Formula: C6H11N
Source: the OMol25 dataset
Level of theory: ωB97M-V/def2-TZVPD

Each line ends with the natural charge from an NBO analysis.
CARTESIAN COORDINATES (ANGSTROEM)
C -0.8748 1.4049 -0.8409  -0.63
N 0.9286 -0.5926 -1.8900  -0.82
C 0.7521 -0.4608 -0.5091  0.25
C -0.2694 0.3137 0.0056  -0.16
C -0.8879 -0.2268 1.2355  -0.19
C -1.7103 0.5101 2.0031  -0.43
C 1.9302 -0.8892 0.3234  -0.65
H -0.2026 2.2103 -1.1296  0.22
H -1.8315 1.7252 -0.4355  0.23
H -1.1472 0.9328 -1.7968  0.19
H 0.1242 -0.3934 -2.4694  0.37
H 1.2322 -1.5049 -2.2105  0.37
H -0.7027 -1.2627 1.4876  0.20
H -2.1750 0.1359 2.9077  0.19
H -1.7599 1.5968 1.9403  0.19
H 1.7614 -0.7653 1.3805  0.23
H 2.7915 -0.3011 -0.0037  0.23
H 2.1074 -1.9441 0.0399  0.20

Forces on the atoms, in the same order (eV/Å):
C -0.861 -1.502 -0.607
N 0.375 -0.013 -0.696
C -0.809 1.562 -0.098
C 1.064 -1.368 -0.048
C -0.112 2.111 0.432
C 0.578 -0.015 0.659
C -0.777 -1.580 -1.167
H 0.041 0.143 0.492
H 0.177 0.430 0.143
H -0.176 0.237 -0.102
H -0.141 0.377 0.396
H 0.577 0.093 0.491
H -0.016 -0.047 -0.076
H -0.076 -0.349 -0.184
H -0.194 -0.222 -0.548
H -0.045 -0.056 0.224
H -0.099 -0.012 0.099
H 0.493 0.209 0.591

Properties
- ΔE to the lowest compared entry with this formula, charge and spin (kcal per mole) = 44.3
- DFT total energy (eV) = -7888.6089
- orbital gap (eV) = 7.946
- 2S+1 = 1
- structure (SMILES) = C=C/C(C)=C(\C)N

---

| no. | lowest unoccupied orbital energy (eV) | E_HOMO (eV) |
| --- | --- | --- |
| 1 | 1.0 | -7.9 |
| 2 | 1.0 | -7.0 |